(1)
A structure of composition C38H48ClN5OSTi, computed with the ωB97M-V functional and the def2-TZVPD basis.

Summary:
- total charge = +2
- multiplicity = 1
- total energy (Ha) = -3533.2545

```
95
Properties=species:S:1:pos:R:3:lowdin_charge:R:1
H -6.0659 -1.3405 -2.7557 0.084
H -1.4447 -3.1506 1.1330 0.114
C 0.7926 2.6221 -1.8573 -0.252
C -7.0150 0.6170 -0.0475 -0.029
C 1.6378 -2.0773 -2.5760 -0.291
H -0.7243 2.2758 3.1657 0.110
H 0.9007 -2.7085 1.9852 0.118
C 0.8134 -2.8348 -3.4158 -0.043
H 0.7752 -0.1887 -3.0658 0.081
H 2.2160 1.0779 1.1432 0.090
H -6.3448 2.1142 -2.3473 0.122
C -1.6535 -2.9262 -1.0181 -0.235
C -3.0801 -3.1735 -2.9517 -0.016
Cl 3.9589 -1.8712 -1.1301 0.794
C 1.4464 3.7392 -2.3871 -0.019
C -5.2999 1.9268 -2.1435 0.000
H -6.2580 -1.9768 0.2146 0.100
C 2.2048 -4.7852 -3.2035 -0.059
H -3.4974 1.4120 1.3334 0.114
N 1.2519 1.0293 1.4585 -0.107
C -0.5574 2.6404 2.1532 -0.168
H 0.8990 4.4772 -2.9616 0.106
H -0.7257 0.3105 3.5130 0.109
O 1.3116 -1.5353 0.3392 -0.242
H -1.2950 -0.3522 -2.9828 0.099
C -4.9301 0.7792 -1.4152 -0.141
C -6.0218 -0.1657 -0.9206 -0.547
C -3.0271 2.5749 -2.3396 -0.440
H 0.6151 -4.8104 0.6942 0.140
H -7.5171 1.4071 -0.6038 0.084
C 3.4924 2.9436 -1.4395 -0.030
H -3.8036 -3.7429 -3.5202 0.129
H -0.8465 -1.6190 1.4539 0.042
H 3.4357 1.0862 -0.4182 0.098
S -1.6628 3.5473 -2.7679 1.216
H 2.3232 -0.1199 -2.2878 0.042
C -2.5963 -1.9634 -3.4078 -0.028
H 1.5931 0.7192 3.5311 0.140
C -3.5877 0.5429 -1.1821 0.004
H -4.7193 -1.9007 -0.6376 0.072
C -0.1475 -0.3872 2.9143 -0.155
N -1.2256 -1.7082 -1.4289 0.088
N -0.8966 -0.6339 1.6636 -0.089
H -4.9848 -0.9369 0.8359 0.078
C 1.3713 -0.6368 -2.2666 -0.146
N -1.4862 1.9799 1.2297 -0.041
H 1.5401 2.8273 2.5445 0.138
C 1.2621 -2.8519 0.9646 -0.154
C 2.8358 1.8333 -0.9312 -0.119
C -2.3193 -0.3060 1.8363 -0.169
H -7.5477 -1.4296 -1.7942 0.096
H -0.7378 3.7178 2.2007 0.137
C -2.5647 1.2161 1.8635 -0.161
H 0.7881 -3.9466 -0.8145 0.103
H -2.9108 -1.5371 -4.3500 0.130
H -0.0458 -2.3592 -3.8672 0.100
H 4.5560 3.0571 -1.2752 0.122
H -4.6732 3.7061 -3.1591 0.125
H -0.0784 -1.2995 3.5135 0.136
C -4.3704 2.8264 -2.6075 -0.041
H 0.4168 -4.6980 -4.3848 0.116
C -1.6847 -1.2893 -2.6232 -0.184
C 3.0736 -4.0625 -2.4038 -0.094
C 0.4208 -3.8509 0.2087 -0.117
H 2.2944 -3.1958 1.0273 0.134
H 1.1066 3.0174 0.8496 0.111
C 0.8925 2.4439 1.7496 -0.147
H -2.8611 -0.7728 1.0162 0.070
C 1.4641 1.6519 -1.1165 -0.211
H -7.7839 -0.0563 0.3330 0.096
H -3.2784 -0.3460 -0.6599 0.069
H -2.7222 1.5489 2.8932 0.124
C -0.6352 2.4148 -2.0055 -0.522
H -1.8915 2.6693 0.6124 0.113
C -2.5848 -3.6531 -1.7546 -0.001
H -1.5724 -4.5964 0.2323 0.121
H -2.7064 -0.7504 2.7597 0.136
C -6.7525 -0.7637 -2.1314 -0.026
C 2.7812 -2.7393 -2.1187 -0.559
H 3.9804 -4.5090 -2.0195 0.115
C -5.4502 -1.3079 -0.0819 -0.046
C 2.7982 3.9031 -2.1717 -0.037
C -1.0972 -3.6174 0.2069 -0.102
H 3.3156 4.7621 -2.5750 0.121
H 2.1796 -1.4861 -0.1130 -0.011
H 2.4232 -5.8168 -3.4417 0.118
Ti 0.2308 0.0581 -0.4543 1.171
H -7.2072 0.0060 -2.7547 0.087
C 1.0799 -4.1582 -3.7220 -0.051
H -6.5113 1.0731 0.8074 0.090
N -1.2220 1.3534 -1.4828 -0.027
C 1.2431 0.1662 2.6549 -0.151
H 1.9509 -0.6417 2.4847 0.114
H -2.9052 -4.6158 -1.3819 0.127
C -2.6197 1.4388 -1.6446 -0.286
```

(2)
A structure of composition C38H48CuFO7P3 at a distorted geometry, computed with the ωB97M-V functional and the def2-TZVPD basis.

Summary:
- total charge = -1
- multiplicity = 1
- total energy (Ha) = -4768.0212

```
98
Properties=species:S:1:pos:R:3:lowdin_charge:R:1
H 13.5484 20.1234 12.5803 0.084
H 14.6522 18.4871 8.5137 0.124
H 4.5972 11.7514 10.3767 0.075
H 11.0828 15.9892 11.7287 0.041
H 13.1394 13.4863 12.3964 0.088
H 11.3687 17.8505 9.2854 0.089
C 17.6269 16.4306 9.8304 -0.057
C 16.6986 18.3570 8.7389 -0.099
O 6.9817 10.9998 9.8814 -0.217
H 8.4581 15.6223 13.6356 0.049
C 11.7128 19.0435 12.9560 -0.102
O 7.9100 13.3164 9.3803 -0.172
H 7.0988 13.7258 13.2182 0.083
P 7.4026 12.4752 10.5524 0.535
H 13.6573 8.9523 7.7022 0.077
C 13.1057 11.4422 14.0072 -0.039
C 9.2715 14.5325 7.8008 -0.039
H 9.1538 16.4681 9.8313 0.055
C 13.8273 11.9584 9.3156 -0.204
C 11.4958 17.4052 5.9308 -0.088
C 14.2600 10.6835 8.8293 -0.125
H 18.4292 15.9449 10.3439 0.097
H 18.7835 18.0706 9.0183 0.065
H 10.5475 11.5932 8.5301 0.053
H 4.8419 8.9844 8.2086 0.106
O 11.0927 12.1356 13.1185 -0.177
H 9.8508 14.1700 9.8311 0.119
H 6.3555 12.1049 14.7971 0.059
C 8.0865 15.1357 14.5275 -0.044
H 8.7645 10.9151 11.9919 0.062
H 11.6242 12.7119 14.9705 0.144
H 5.0619 9.1684 10.0634 0.056
H 9.6164 11.5413 10.5858 0.049
C 12.7909 13.8322 13.4006 -0.023
H 6.0708 13.6409 15.6055 0.089
H 13.5965 14.2118 14.0576 0.107
C 12.3956 12.2051 9.1383 -0.146
O 17.3205 14.3659 11.5038 -0.091
H 10.9761 17.9017 5.0650 0.106
H 10.0406 17.5592 13.1582 0.105
H 8.1485 15.6543 10.8907 0.063
C 5.5115 9.2897 9.1110 -0.057
H 7.1659 15.5881 14.8044 0.060
H 9.4533 13.5078 7.3982 0.083
H 12.9003 16.0950 4.9963 0.052
O 8.8739 12.8362 13.9002 -0.199
C 12.0960 12.5825 13.9779 -0.455
C 13.5122 18.3347 11.4878 -0.086
C 16.3568 15.9573 10.0201 -0.212
C 15.2113 16.5794 9.4701 -0.346
H 13.8250 11.5621 14.7864 0.072
C 8.9157 14.4197 9.2668 -0.387
H 8.4160 14.8709 7.2067 0.080
C 11.5876 16.9208 11.8081 -0.116
C 6.8620 12.9438 15.2194 -0.033
Cu 15.2266 13.2219 10.0429 0.345
H 12.0820 14.5411 13.2375 -0.001
H 12.0561 13.2061 9.2941 0.045
H 10.2373 15.1475 7.6339 0.104
C 8.9622 11.7967 11.4253 -0.165
H 11.2495 19.7242 13.6748 0.094
H 6.3927 8.5970 9.0220 0.086
H 13.7639 15.1257 7.0720 0.105
H 15.3003 10.4885 8.9705 0.055
C 4.6541 11.6697 9.2918 -0.054
C 11.5075 11.3242 8.6523 -0.064
H 3.8071 11.1764 8.8408 0.069
H 6.2953 10.9824 7.9746 0.133
C 12.7422 16.5696 8.3094 -0.382
C 8.4003 15.7286 9.8461 -0.035
O 10.0315 14.3253 12.1378 -0.286
C 11.7189 17.4949 8.3204 -0.135
C 11.0192 17.8549 12.7101 -0.072
H 14.5030 18.4429 11.0191 0.097
H 8.7578 15.1875 15.4298 0.109
C 16.4596 14.5122 10.6535 -0.424
O 6.3340 13.0470 11.3973 -0.279
P 13.5196 15.9361 9.8682 1.132
C 11.1319 17.9585 7.1525 -0.116
C 13.3388 9.8100 8.1717 -0.046
H 12.6604 10.4888 14.1942 0.069
C 12.6325 16.5239 5.8654 -0.066
H 13.5709 11.4772 13.0141 0.088
F 11.2221 9.3105 7.3991 0.003
H 7.4955 12.5872 16.0284 0.074
C 12.8110 17.1697 11.1614 -0.329
H 7.5627 16.1077 9.2541 0.092
C 5.8932 10.7999 8.9725 -0.439
C 13.2109 16.0531 7.0451 -0.071
H 4.6948 12.6027 8.7852 0.065
C 15.4584 17.7735 8.8279 -0.152
P 9.7967 12.9371 12.6239 0.535
C 17.8480 17.6710 9.1997 -0.046
C 12.0393 10.1491 8.1243 -0.287
C 12.9727 19.2542 12.3840 -0.089
C 7.6813 13.7155 14.1244 -0.372
H 10.4586 18.8004 7.3039 0.102
H 16.7338 19.3593 8.3134 0.095
```

(3)
A structure of composition C38H49ClN4O4PSc at a distorted geometry, computed with the ωB97M-V functional and the def2-TZVPD basis.

Summary:
- total charge = 0
- multiplicity = 1
- total energy (Ha) = -3559.5851

```
98
Properties=species:S:1:pos:R:3:lowdin_charge:R:1
H 1.4379 0.2095 6.6152 0.108
H 0.0796 -1.5295 -4.1539 0.129
C 0.6631 1.4378 -3.4353 -0.037
H 4.4900 3.9753 1.7833 0.109
H -0.1051 -6.7532 0.4006 0.097
C 1.4809 5.5716 1.5333 -0.080
C -1.8113 2.9407 -0.1682 -0.097
H 1.7542 -0.4322 2.3695 0.110
C -3.9724 0.1905 -2.6044 -0.123
C 0.4228 1.1650 2.9722 -0.284
H 0.0121 0.1286 -6.4722 0.124
H -4.5913 -0.7005 -2.4244 0.077
H -0.6983 2.7804 3.8895 0.111
C 2.8584 5.3965 1.7066 -0.081
H 1.2811 0.3510 -0.0234 -0.030
C -2.5933 -0.0573 -2.0817 -0.298
C 1.3306 0.1184 3.2136 -0.077
H -0.1389 2.1031 6.2048 0.107
H 3.4944 6.2572 1.9090 0.103
C -2.1219 -1.5255 5.0225 -0.017
C 1.2382 -6.2031 -1.9594 -0.030
Sc -0.6534 -1.4421 -0.1441 0.730
C -0.6447 -6.1527 -0.3381 -0.008
H 0.9543 -3.5927 -1.9264 0.142
C -2.5584 2.0863 1.9841 -0.098
H -2.9013 -2.2181 -3.4743 0.072
H -0.0377 -3.7103 3.4531 0.096
C -0.0590 1.9112 4.0575 -0.079
H 3.9627 -0.7893 -3.4839 0.072
H -1.2272 -6.8317 -0.9711 0.099
H -5.1830 3.2821 0.1484 0.108
H 2.8133 -2.3126 -2.1596 0.111
H -0.8637 -3.8391 5.0589 0.090
C 0.6436 2.8043 -3.7651 -0.071
H -2.9585 -1.0339 4.5014 0.098
H -0.4134 4.6163 1.1835 0.097
C 2.5957 3.0096 1.4016 -0.074
O -0.4124 -1.9643 1.8862 -0.168
N 3.3866 -0.4224 -1.4641 -0.237
H 0.2328 2.5541 -7.1296 0.101
C -3.1248 3.2580 -0.5076 -0.073
H 4.0998 1.3455 -0.6699 0.024
H -1.3757 -2.8235 -2.9236 0.046
C -1.5273 2.3227 1.0663 -0.305
H -4.4590 1.0248 -2.0858 0.053
C -1.1323 -1.5103 2.8254 -0.404
N -1.2246 -2.0869 4.0085 -0.149
H -0.9955 3.1648 -0.8596 0.106
H 3.0977 0.7609 -3.2372 0.071
H 1.8622 -5.5089 -2.5328 0.098
C 1.6967 -0.2161 4.5142 -0.079
H 0.6657 4.2711 -5.3659 0.101
C -2.1910 -1.2659 -1.6356 -0.507
H 4.7764 0.6004 -2.6601 0.081
C 3.8326 0.0591 -2.8107 -0.036
O -0.5513 -3.4620 -0.5261 -0.122
H -2.8636 -3.3047 -2.1134 0.062
C 1.0352 -0.9635 -4.3552 -0.185
C 0.2813 1.5484 5.3644 -0.081
H -4.6679 2.2609 2.3686 0.107
N 0.2954 0.5370 0.1559 -0.186
H -3.3337 3.7145 -1.4760 0.113
C 3.4160 4.1143 1.6367 -0.066
C 1.1634 0.4890 5.5956 -0.083
C 0.7335 0.4930 -4.4853 -0.182
C 0.3424 0.9021 -5.7655 -0.045
C 3.6244 0.3901 -0.4200 -0.155
H -1.3098 -5.4590 0.1748 0.096
P 0.1370 1.7042 1.2692 0.904
H -2.3446 1.6391 2.9542 0.086
H 3.0309 2.0088 1.3663 0.073
C -2.3537 -2.4456 -2.5480 -0.166
C -3.8689 2.4381 1.6473 -0.072
C 0.2675 -4.1069 -1.2340 -0.224
C 0.3881 2.2438 -6.1036 -0.088
H 2.4028 -1.0317 4.6786 0.111
C 0.6614 4.4670 1.2907 -0.079
H -2.5089 -2.3365 5.6567 0.093
H -1.9534 0.8331 -2.1485 0.066
C 1.2107 3.1708 1.2262 -0.255
C 0.6202 3.2086 -5.1150 -0.082
H -1.7202 -0.5756 2.7392 0.063
C -0.3238 -3.1771 4.3698 -0.012
O 1.7486 -1.7177 -0.4520 -0.181
H 0.5902 -2.7877 4.8541 0.086
C 2.6141 -1.5693 -1.3537 -0.351
Cl -2.9225 -1.2068 0.7488 0.267
H 0.6078 1.1037 -2.4006 0.093
H 3.5198 -0.0081 0.5937 0.026
H -4.0088 0.4241 -3.6713 0.061
H -1.6079 -0.7624 5.6389 0.084
H 1.8660 -6.8141 -1.2998 0.098
N 0.3112 -5.4287 -1.1664 -0.162
H 1.0364 6.5632 1.6046 0.103
H 0.6381 3.5507 -2.9717 0.098
C -4.1583 3.0104 0.4051 -0.068
H 0.6800 -6.8548 -2.6424 0.097
O 2.0875 -1.5776 -4.3317 0.029
```

(4)
A cluster of 13 separate species, C38H49F5N8O16 in total at a distorted geometry, computed with the ωB97M-V functional and the def2-TZVPD basis.

Summary:
- total charge = 0
- multiplicity = 1
- total energy (Ha) = -3617.8023

```
116
Properties=species:S:1:pos:R:3:lowdin_charge:R:1
C 8.8612 14.8191 18.5495 -0.012
C 16.5830 12.1679 12.7089 0.054
C 12.0298 12.8770 13.1555 0.052
N 13.0657 12.0964 13.8202 -0.424
C 13.2705 8.4619 10.3037 -0.283
C 14.8442 16.0306 14.8739 0.059
C 15.8322 9.8102 16.3646 -0.116
C 12.2665 12.6262 17.8019 0.032
H 8.5875 9.8771 16.0782 0.092
H 7.5713 15.5360 13.5747 0.130
H 9.0858 17.0049 15.4470 0.086
O 12.3106 12.0028 19.9987 0.104
C 15.5790 9.0110 18.9884 -0.260
C 8.6008 16.2106 9.9148 -0.093
O 14.6915 12.7926 11.5309 0.017
H 12.2408 12.8018 12.0945 0.079
H 16.4512 9.1296 8.1997 0.109
H 15.4411 16.9152 14.9962 0.105
H 9.8499 8.9979 15.1529 0.111
O 15.9531 15.2099 13.0225 0.069
H 7.9213 13.6754 12.0882 0.114
H 13.5614 10.5155 11.0001 0.094
H 13.3194 6.4544 9.6546 0.126
H 11.7694 17.4127 7.3463 0.100
C 14.4901 9.1081 18.2018 -0.026
C 16.9838 9.6577 17.1488 -0.089
C 9.1527 14.2726 17.3049 -0.093
C 8.5940 16.1695 18.6646 -0.262
H 10.1083 10.7189 15.5512 0.063
O 11.5244 9.4701 17.3482 -0.018
H 15.3058 11.0087 9.5273 0.082
O 9.0171 11.2758 13.5006 0.010
F 7.4629 18.0236 12.8196 0.070
H 12.8962 11.0691 7.4679 0.090
O 13.7562 12.6032 14.6929 0.039
C 14.6217 15.9183 9.5448 -0.072
F 12.2491 8.1461 11.1104 0.063
H 12.6384 12.6705 6.5913 0.081
H 15.4320 6.8331 8.2299 0.114
H 15.2011 15.1433 15.4089 0.104
H 11.2256 15.7189 9.1296 0.087
H 13.8419 16.1749 15.2074 0.074
H 11.7387 13.4684 17.4323 0.071
O 8.5824 9.2629 12.9216 0.100
C 9.3214 10.6503 11.2863 0.062
C 15.5438 8.9289 8.7800 -0.100
C 9.0070 16.4511 16.3650 -0.098
C 13.8443 17.4074 7.8647 -0.271
C 16.8757 9.3423 18.5065 -0.002
C 12.4961 17.0260 7.9997 0.001
O 11.5652 11.9267 9.4127 0.042
H 16.0127 10.1298 15.3245 0.095
C 8.4324 14.8695 10.3555 -0.069
C 14.8578 16.8937 8.6218 -0.029
C 8.7040 17.0199 17.5849 -0.001
H 9.2917 13.1699 17.2475 0.101
H 12.6675 18.8273 12.0307 0.100
C 7.9212 17.0038 12.0730 -0.288
C 14.5945 9.6154 16.8982 -0.091
H 9.2808 14.7176 15.1905 0.089
N 11.5441 12.4152 8.3270 -0.428
C 14.9968 7.6755 8.7909 -0.093
H 8.3179 18.2670 10.3963 0.124
H 17.1100 11.2230 12.5237 0.107
H 13.2959 12.9086 18.0017 0.106
H 8.4140 18.0414 17.6869 0.114
C 9.6433 9.8139 15.8942 0.047
H 15.8508 17.1565 8.2847 0.124
C 14.9567 9.9744 9.5118 -0.089
H 13.6873 9.6955 16.2676 0.096
C 11.7459 18.2777 12.2416 0.085
H 17.9535 9.8768 16.6656 0.107
O 11.2733 16.8395 14.0770 0.024
C 12.7763 12.1337 7.4902 0.078
H 8.8496 16.4201 8.8929 0.101
C 13.8570 9.7116 10.3011 -0.039
H 10.4181 10.6445 11.2738 0.097
H 13.1062 14.7074 10.3995 0.069
F 14.1311 18.2600 6.8505 0.046
H 8.9193 9.8338 10.7435 0.098
H 8.5203 13.9830 9.7052 0.102
C 9.1898 15.1062 16.1957 -0.108
N 11.8885 17.8395 13.7592 -0.395
H 10.8335 18.8339 12.2279 0.074
C 7.8576 15.7386 12.5258 -0.044
H 8.7869 14.1714 19.3943 0.109
N 15.9201 12.7085 11.4546 -0.380
H 12.0927 13.9106 13.4302 0.083
C 8.0983 14.7070 11.6789 -0.106
O 13.2437 10.9370 13.4681 0.049
O 9.5327 9.1326 18.1714 0.087
H 15.8357 12.1429 13.4999 0.061
C 13.8190 7.4337 9.5233 -0.006
O 12.5548 18.5503 14.5529 0.025
H 12.1842 11.7292 17.1676 0.084
N 11.6255 12.2318 19.0450 -0.439
C 8.3564 17.2428 10.7604 -0.032
N 14.9504 15.7593 13.4164 -0.395
H 11.4524 17.3470 11.7372 0.081
H 11.0215 12.4683 13.4408 0.102
O 16.6012 12.9107 10.4208 0.040
N 10.2570 9.4526 17.2417 -0.369
O 10.5764 13.0092 7.8877 0.060
C 13.3066 15.4804 9.7023 -0.093
F 15.4584 8.3820 20.2011 0.039
F 8.4046 16.7683 19.8719 0.048
H 17.7224 9.2404 19.1505 0.102
H 17.3664 12.9495 12.9479 0.114
H 13.6756 12.4999 8.0174 0.103
O 10.4269 12.0242 18.9543 0.029
H 13.4831 8.9504 18.6166 0.115
H 15.3995 15.4891 10.1414 0.088
N 8.9445 10.3721 12.6679 -0.429
H 8.9343 11.6276 11.0698 0.084
C 12.2587 16.0662 8.9700 -0.084
O 13.9650 16.0901 12.7585 0.053
```

multiplicity of number 4 (C38H49F5N8O16)? 1

Which value of total energy does entry 1 give? -3533.2545 Ha